*w*
C4H9N2O | ωB97M-V with the def2-TZVPD basis set

Last column: Mulliken charge in e.
Positions of all 16 atoms, in Å:
C1 -1.20 1.13 -1.49  0.1896
C2 -1.10 0.53 -0.34  -0.1555
C3 2.17 -1.28 1.07  0.2196
C4 -2.41 2.02 -1.64  -0.9919
N1 2.82 -1.84 2.10  -0.3684
N2 0.90 -1.32 0.79  -0.0907
O1 0.37 -0.72 -0.30  -0.4203
H1 -0.49 1.07 -2.35  0.3365
H2 -1.74 0.56 0.56  0.3073
H3 2.70 -0.78 0.15  0.3202
H4 -2.36 3.09 -1.85  0.3224
H5 -2.89 1.47 -2.48  0.2865
H6 -3.14 1.89 -0.79  0.2885
H7 3.85 -1.78 2.20  0.2717
H8 2.16 -2.15 2.88  0.2558
H9 0.36 -1.90 1.48  0.2285

Net charge: +1
Gap between HOMO and LUMO in eV: 9.72
Multiplicity: 1
Lowest unoccupied orbital energy in eV: -3.84


*x*
C4H9N2O | ωB97M-V with the def2-TZVPD basis set

Last column: Mulliken charge in e.
Positions of all 16 atoms, in Å:
C1 3.00 -0.39 0.42  -0.7584
C2 2.16 0.40 -0.20  0.0078
C3 -2.81 -0.19 0.22  0.2658
C4 0.79 0.24 0.09  0.3073
N1 -2.08 -1.10 -0.33  -0.2852
N2 -0.02 1.19 -0.21  -0.5036
O1 -2.51 0.99 0.39  -0.4197
H1 4.08 -0.31 0.22  0.2642
H2 2.75 -1.14 1.21  0.2329
H3 2.48 1.22 -0.89  0.2499
H4 -3.88 -0.45 0.40  0.3481
H5 0.71 -0.52 0.84  0.3593
H6 -2.28 -2.06 -0.52  0.2436
H7 0.22 1.96 -0.80  0.1674
H8 -1.25 -0.89 -0.88  0.2046
H9 -1.37 1.06 0.04  0.3160

Net charge: +1
Gap between HOMO and LUMO in eV: 10.23
Multiplicity: 1
Lowest unoccupied orbital energy in eV: -4.29


*y*
C4H9N2O | ωB97M-V with the def2-TZVPD basis set

Last column: Mulliken charge in e.
Positions of all 16 atoms, in Å:
C1 2.74 -0.30 -0.04  0.4697
C2 -0.93 0.89 0.48  -0.7134
C3 -0.20 0.22 -0.57  -0.2402
C4 -0.92 -0.58 0.41  -0.4863
N1 3.10 0.96 -0.08  -0.2989
N2 -2.30 -1.04 -0.13  -0.4157
O1 2.93 -1.41 0.22  -0.2396
H1 -0.47 1.32 1.26  0.2440
H2 -1.79 1.49 0.34  0.2665
H3 -0.35 0.40 -1.68  0.1531
H4 -0.56 -1.22 1.07  0.5258
H5 2.41 1.50 -0.54  0.3298
H6 4.12 0.98 0.04  0.2919
H7 -2.62 -0.33 -0.86  0.3988
H8 -3.00 -0.91 0.67  0.3663
H9 -2.16 -1.98 -0.59  0.3482

Net charge: +1
Gap between HOMO and LUMO (spin up / spin down) in eV: 8.00 / 6.43
Multiplicity: 1
Lowest unoccupied orbital energy (spin up / spin down) in eV: -3.53 / -4.24


Most stable of them? *x*.


*w*
C4H9N2O | ωB97M-V with the def2-TZVPD basis set

Last column: Mulliken charge in e.
Positions of all 16 atoms, in Å:
C1 0.40 -1.81 -0.18  -1.2904
C2 -0.75 -0.93 0.09  -0.5063
N1 -0.55 0.51 -0.17  -0.0153
C3 0.76 0.75 0.14  -0.0046
N2 1.65 1.57 -0.40  -0.3018
C4 -1.78 1.26 0.20  0.1452
O1 -2.78 0.75 0.04  -0.3082
H1 0.80 -1.60 -1.14  0.4180
H2 0.08 -2.88 -0.29  0.3531
H3 1.10 -1.63 0.55  0.4078
H4 -1.56 -1.20 -0.52  0.4539
H5 -1.12 -1.14 1.24  0.2945
H6 1.16 0.17 0.94  0.4739
H7 2.61 1.65 0.10  0.3216
H8 1.41 2.20 -1.17  0.2868
H9 -1.44 2.33 0.58  0.2721

Net charge: +1
Gap between HOMO and LUMO in eV: 9.92
Multiplicity: 1
Lowest unoccupied orbital energy in eV: -5.07


*x*
C4H9N2O | ωB97M-V with the def2-TZVPD basis set

Last column: Mulliken charge in e.
Positions of all 16 atoms, in Å:
C1 2.03 0.25 0.49  -1.3914
C2 0.91 0.06 -0.48  0.4519
N1 0.19 -1.19 -0.24  -0.7448
C3 -0.09 1.18 -0.51  -0.1633
N2 -1.20 1.01 0.01  -0.0778
C4 -2.15 0.31 0.57  0.1242
O1 -2.74 -0.68 -0.05  -0.3625
H1 2.76 -0.58 0.42  0.3507
H2 1.67 0.12 1.47  0.4165
H3 2.55 1.16 0.34  0.4003
H4 1.28 0.13 -1.50  0.2771
H5 -0.24 -1.53 -1.07  0.2393
H6 0.98 -1.96 -0.24  0.3042
H7 0.18 2.00 -1.15  0.4198
H8 -2.61 0.69 1.49  0.3440
H9 -3.53 -0.96 0.45  0.4119

Net charge: +1
Gap between HOMO and LUMO in eV: 9.66
Multiplicity: 1
Lowest unoccupied orbital energy in eV: -4.76


Most stable of them? *x*.


*w*
C10H9NO | ωB97M-V with the def2-TZVPD basis set

Last column: Mulliken charge in e.
Positions of all 21 atoms, in Å:
C1 0.83 -1.32 0.96  0.7178
C2 0.59 -1.13 2.37  -0.9855
C3 -0.19 0.02 2.72  -0.2245
C4 -0.69 0.87 1.77  -1.1105
C5 -0.24 0.84 0.40  0.8785
C6 -0.82 1.73 -0.59  -0.6356
C7 -0.62 1.61 -1.89  0.5753
C8 0.16 0.44 -2.32  -0.3281
C9 0.47 -0.66 -1.43  -0.8942
C10 0.49 -0.27 -0.06  0.6198
H1 1.04 -2.52 -0.51  0.1657
H2 1.58 -3.03 0.98  0.2055
H3 0.85 -1.82 3.07  0.4252
H4 -0.52 0.14 3.77  0.3484
H5 -1.15 1.74 2.17  0.3041
H6 -1.30 2.63 -0.18  0.2906
H7 -1.38 1.96 -3.75  0.3789
H8 -0.29 0.18 -3.48  0.0235
H9 0.71 -1.68 -1.67  0.2843
N1 1.48 -2.35 0.38  -0.4361
O1 -0.99 2.60 -2.71  -0.6032

Net charge: 0
Gap between HOMO and LUMO in eV: 7.70
Multiplicity: 1
Lowest unoccupied orbital energy in eV: 0.17


*x*
C10H9NO | ωB97M-V with the def2-TZVPD basis set

Last column: Mulliken charge in e.
Positions of all 21 atoms, in Å:
C1 3.64 -0.13 0.05  -1.1261
C2 2.10 0.03 -0.25  0.3491
C3 1.40 -1.23 -0.05  -0.0579
N1 0.16 -1.66 -0.21  -0.5028
C4 -0.74 -0.56 -0.35  0.1226
C5 -2.11 -0.86 -0.18  0.8443
O1 -2.23 -2.29 -0.13  -0.5203
C6 -3.13 0.03 0.02  -0.6125
C7 -2.66 1.42 0.05  -0.4100
C8 -1.31 1.97 -0.16  -0.9483
C9 -0.26 0.83 -0.26  0.6492
C10 1.17 1.11 -0.07  -0.7786
H1 4.02 0.88 0.30  0.3394
H2 3.91 -0.84 1.01  0.2693
H3 4.35 -0.58 -0.74  0.2883
H4 1.95 -2.15 0.21  0.3453
H5 -3.09 -2.66 0.45  0.3369
H6 -4.16 -0.32 0.61  0.1749
H7 -3.59 2.04 -0.08  0.2985
H8 -0.84 2.86 -0.21  0.4965
H9 1.42 2.10 -0.03  0.4421

Net charge: 0
Gap between HOMO and LUMO in eV: 8.37
Multiplicity: 1
Lowest unoccupied orbital energy in eV: 0.01


Most stable of them? *w*.


*w*
C3H11N3O | ωB97M-V with the def2-TZVPD basis set

Last column: Mulliken charge in e.
Positions of all 18 atoms, in Å:
C1 2.18 -0.49 -1.17  -1.1199
C2 0.89 -0.92 -0.50  -0.4147
N1 -0.25 0.01 -0.91  -0.2041
C3 -1.14 0.49 0.09  -0.0254
N2 -1.83 -0.60 0.70  -0.5468
N3 -0.41 1.20 1.11  -0.2256
O1 -1.04 1.77 2.23  -0.4535
H1 2.06 -0.44 -2.25  0.2914
H2 2.99 -1.19 -0.93  0.3561
H3 2.48 0.51 -0.83  0.2886
H4 1.02 -0.97 0.58  0.3661
H5 0.59 -1.91 -0.85  0.2436
H6 -0.22 0.49 -1.81  0.2064
H7 -1.88 1.17 -0.35  0.3429
H8 -2.47 -1.18 0.17  0.1732
H9 -1.57 -0.95 1.62  0.1881
H10 0.54 1.53 0.92  0.1830
H11 -1.97 1.48 2.18  0.3507

Net charge: 0
Gap between HOMO and LUMO in eV: 8.80
Multiplicity: 1
Lowest unoccupied orbital energy in eV: 1.08


*x*
C3H11N3O | ωB97M-V with the def2-TZVPD basis set

Last column: Mulliken charge in e.
Positions of all 18 atoms, in Å:
C1 0.42 -0.97 -1.98  -0.2054
O1 1.44 -1.69 -1.49  -0.6245
H1 1.41 -1.51 -0.24  0.3713
H2 0.68 -0.07 -2.55  0.2248
H3 -0.32 -1.60 -2.50  0.2912
H4 -0.13 -0.46 -1.06  -0.0467
C2 0.80 1.41 0.30  -1.0703
N1 -0.98 0.04 1.29  -0.0693
C3 0.26 0.06 0.67  0.3902
N2 -1.93 1.02 0.94  -0.5376
N3 1.12 -0.91 0.91  -0.6411
H5 -1.32 -0.88 1.54  0.2326
H6 -2.41 1.34 1.77  0.2234
H7 -2.61 0.66 0.27  0.2201
H8 0.75 -1.68 1.45  0.2209
H9 1.00 1.98 1.21  0.3526
H10 0.09 1.96 -0.30  0.3417
H11 1.73 1.29 -0.24  0.3261

Net charge: 0
Gap between HOMO and LUMO in eV: 9.26
Multiplicity: 1
Lowest unoccupied orbital energy in eV: 0.57


*y*
C3H11N3O | ωB97M-V with the def2-TZVPD basis set

Last column: Mulliken charge in e.
Positions of all 18 atoms, in Å:
H1 2.50 -0.58 -0.28  0.1545
N1 1.73 -0.05 0.06  -0.6585
C1 0.79 -0.11 -0.80  0.6168
N2 0.67 -0.93 -1.82  -0.3929
N3 -0.32 0.80 -0.67  -0.0967
C2 -0.41 1.56 0.57  -0.9182
C3 -1.68 0.22 -1.04  -1.0141
H2 1.49 -1.50 -1.88  0.1864
H3 0.12 -0.88 -2.65  0.2040
H4 -1.21 1.01 1.11  0.3160
H5 -0.78 2.58 0.37  0.2759
H6 0.51 1.53 1.23  0.3290
H7 -1.94 0.43 -2.10  0.2734
H8 -2.47 0.67 -0.42  0.3963
H9 -1.68 -0.86 -0.91  0.3542
O1 0.67 -1.64 2.85  -0.6405
H10 0.94 -0.71 2.58  0.2853
H11 1.07 -1.55 3.79  0.3290

Net charge: 0
Gap between HOMO and LUMO in eV: 9.48
Multiplicity: 1
Lowest unoccupied orbital energy in eV: 0.89


*z*
C3H11N3O | ωB97M-V with the def2-TZVPD basis set

Last column: Mulliken charge in e.
Positions of all 18 atoms, in Å:
H1 2.14 1.07 -2.41  0.2226
N1 2.08 0.23 -1.74  -0.6673
C1 0.95 0.37 -1.13  0.4091
N2 0.04 1.46 -1.31  -0.4697
N3 0.38 -0.60 -0.14  -0.3270
C2 0.30 -0.14 1.22  -0.2990
C3 0.46 -1.22 2.31  -1.3174
H2 -0.22 1.77 -0.34  0.2334
H3 0.33 2.28 -1.83  0.2597
H4 1.14 -1.33 -0.17  0.2925
H5 1.09 0.56 1.34  0.3853
H6 -0.76 0.34 1.35  0.2440
H7 -0.32 -2.03 2.19  0.3231
H8 1.38 -1.83 2.13  0.3417
H9 0.52 -0.75 3.23  0.3867
O1 -3.37 -0.15 -1.16  -0.6564
H10 -2.51 -0.47 -1.62  0.3240
H11 -3.62 0.43 -1.92  0.3149

Net charge: 0
Gap between HOMO and LUMO in eV: 10.30
Multiplicity: 1
Lowest unoccupied orbital energy in eV: 0.76


Most stable of them? *y*.


*w*
C3H11N3O | ωB97M-V with the def2-TZVPD basis set

Last column: Mulliken charge in e.
Positions of all 18 atoms, in Å:
H1 -0.63 1.79 -2.05  0.2505
N1 -0.15 1.95 -1.15  -0.5843
C1 -0.54 1.20 -0.21  0.3129
N2 -1.70 0.41 -0.33  -0.3793
N3 0.21 1.16 0.97  -0.3197
C2 1.66 0.91 0.97  -0.4355
C3 1.99 -0.59 0.91  -0.9979
H2 -2.52 0.58 0.24  0.1674
H3 -1.69 -0.32 -1.02  0.2212
H4 0.12 1.87 1.69  0.2379
H5 1.99 1.25 1.95  0.3526
H6 2.15 1.39 0.10  0.2905
H7 2.15 -0.90 1.97  0.2718
H8 3.04 -0.72 0.56  0.2913
H9 1.27 -1.30 0.57  0.3321
O1 -2.19 -2.65 -1.66  -0.6290
H10 -2.30 -3.47 -1.17  0.3088
H11 -2.85 -2.57 -2.34  0.3087

Net charge: 0
Gap between HOMO and LUMO in eV: 9.13
Multiplicity: 1
Lowest unoccupied orbital energy in eV: 0.67


*x*
C3H11N3O | ωB97M-V with the def2-TZVPD basis set

Last column: Mulliken charge in e.
Positions of all 18 atoms, in Å:
C1 -0.41 -1.73 -1.01  -0.9880
C2 -1.46 -1.21 -0.10  0.0459
N1 -1.32 -0.05 0.42  0.0950
N2 -2.31 0.46 1.22  -0.7731
H1 0.03 -0.93 -1.59  0.2287
H2 0.40 -2.16 -0.41  0.2212
H3 -0.84 -2.45 -1.71  0.3580
H4 -2.23 -1.89 0.26  0.3819
H5 -2.58 -0.14 2.00  0.2340
H6 -2.07 1.39 1.51  0.2540
C3 2.22 0.56 -0.37  -0.6748
N3 1.20 1.00 0.55  -0.5537
O1 0.67 2.28 0.05  -0.4696
H7 1.90 0.52 -1.43  0.2712
H8 2.55 -0.42 -0.05  0.2842
H9 3.08 1.24 -0.33  0.2937
H10 0.06 0.59 0.41  0.4880
H11 1.13 2.94 0.58  0.3033

Net charge: 0
Gap between HOMO and LUMO in eV: 9.13
Multiplicity: 1
Lowest unoccupied orbital energy in eV: 1.04


Most stable of them? *w*.